(1)
81
Properties=species:S:1:pos:R:3:forces:R:3 method="wB97M-V/def2-TZVPD" de_lowest_ev=1.194 multiplicity=1 largest_force_ev_per_a=0.53 charge=-1 total_energy_ha=-4508.4701 lumo_energy_ev=2.43
Tl -1.560 0.045 0.450 0.0 0.0 0.3
C 0.064 4.566 -1.385 0.0 0.0 0.1
C 0.557 4.173 0.010 -0.1 -0.2 -0.1
C 1.836 4.937 0.379 -0.1 0.0 0.0
P 0.528 2.314 0.227 0.5 0.1 0.0
C 1.989 1.603 -0.704 -0.1 0.2 -0.2
C 3.332 2.319 -0.640 0.0 0.0 0.1
C 1.544 1.366 -2.154 0.0 0.2 0.1
C 0.883 2.121 2.011 -0.1 -0.1 0.0
C 0.748 3.172 2.920 0.0 0.0 0.0
C 0.779 2.967 4.289 0.0 0.0 0.1
C 0.894 1.669 4.771 0.0 0.0 -0.1
C 1.014 0.607 3.896 0.0 -0.1 -0.1
C 1.042 0.791 2.495 0.2 0.0 0.0
N 1.103 -0.231 1.573 -0.1 -0.2 0.1
C 1.896 -1.323 1.719 -0.1 0.2 -0.1
C 3.015 -1.398 2.604 -0.1 0.1 0.0
C 3.781 -2.534 2.738 -0.1 0.0 0.0
C 3.502 -3.676 1.989 0.1 -0.1 0.0
C 2.509 -3.593 1.029 0.0 0.1 0.0
C 1.733 -2.448 0.847 0.0 0.1 0.0
P 0.706 -2.272 -0.661 0.2 -0.4 0.0
C 2.057 -2.533 -1.961 -0.1 0.2 0.0
C 1.534 -2.287 -3.385 0.0 0.0 0.1
C 3.238 -1.594 -1.695 -0.1 0.0 0.1
C -0.146 -3.949 -0.681 -0.1 0.2 0.0
C -1.007 -4.122 -1.933 0.1 0.0 0.0
C -1.003 -4.071 0.580 0.1 0.0 0.0
H -0.112 5.645 -1.429 0.0 0.0 0.0
H -0.873 4.060 -1.626 0.0 0.0 0.0
H 0.802 4.317 -2.150 0.0 0.0 0.0
H -0.228 4.479 0.703 -0.1 0.0 0.0
H 2.483 5.063 -0.489 0.0 0.0 0.0
H 2.409 4.437 1.159 0.0 0.1 0.0
H 1.577 5.937 0.740 0.0 0.0 0.0
H 2.092 0.631 -0.221 0.0 0.0 0.0
H 3.311 3.263 -1.187 0.0 0.0 0.0
H 4.105 1.691 -1.096 0.0 0.0 0.0
H 3.629 2.516 0.392 0.0 0.0 0.0
H 1.294 2.303 -2.657 0.0 0.0 0.0
H 0.659 0.727 -2.179 0.0 0.0 -0.1
H 2.337 0.878 -2.730 -0.1 0.2 0.0
H 0.605 4.184 2.565 0.0 0.0 0.0
H 0.679 3.804 4.969 0.0 0.0 0.0
H 0.874 1.480 5.839 0.0 0.0 0.0
H 1.043 -0.401 4.286 0.1 -0.1 0.0
H 3.293 -0.514 3.159 -0.1 0.1 0.1
H 4.620 -2.530 3.425 0.0 0.0 0.0
H 4.083 -4.583 2.107 0.0 0.0 0.0
H 2.351 -4.448 0.381 0.0 0.0 0.0
H 2.406 -3.566 -1.874 0.0 0.0 0.0
H 0.851 -1.434 -3.409 0.0 0.0 0.0
H 1.005 -3.149 -3.790 0.0 0.0 0.0
H 2.367 -2.069 -4.059 0.0 0.0 0.0
H 2.934 -0.550 -1.817 0.2 -0.4 0.1
H 4.041 -1.798 -2.409 0.0 0.0 0.0
H 3.637 -1.714 -0.688 0.0 0.0 0.0
H 0.611 -4.737 -0.670 0.0 0.0 0.0
H -1.691 -3.278 -2.049 0.0 0.0 0.0
H -1.594 -5.044 -1.869 0.0 0.0 0.0
H -0.396 -4.182 -2.832 -0.1 0.0 0.0
H -1.750 -3.271 0.618 0.0 0.0 0.0
H -0.389 -3.995 1.477 -0.1 0.0 0.0
H -1.531 -5.029 0.601 0.0 0.0 0.0
Cl -6.271 -1.143 1.193 0.0 -0.4 0.0
C -5.782 0.440 0.588 0.3 0.2 -0.1
C -4.596 0.968 1.059 -0.2 0.2 -0.1
C -4.357 2.259 0.622 -0.2 -0.4 0.1
Cl -2.925 3.062 1.265 0.3 0.2 0.0
C -5.166 2.972 -0.258 0.1 0.0 0.0
Cl -4.780 4.589 -0.753 0.0 0.0 0.0
C -6.305 2.349 -0.766 0.1 0.0 0.0
Cl -7.302 3.158 -1.925 0.0 0.0 0.0
C -6.627 1.067 -0.325 0.0 0.0 0.0
Cl -8.052 0.288 -0.945 0.0 0.0 0.0
C -4.595 -3.037 -1.680 -0.1 0.0 0.0
C -3.809 -1.819 -1.797 0.1 0.1 0.0
N -3.159 -0.875 -1.868 -0.1 -0.1 -0.2
H -5.597 -2.875 -2.073 0.0 0.0 0.0
H -4.674 -3.305 -0.628 0.0 0.0 0.0
H -4.108 -3.844 -2.226 0.0 0.0 0.0

---

(2)
84
Properties=species:S:1:pos:R:3:forces:R:3 method="wB97M-V/def2-TZVPD" de_lowest_ev=0.900 multiplicity=1 largest_force_ev_per_a=2.87 charge=+3 total_energy_ha=-7717.2569 lumo_energy_ev=-10.39
Ta -2.416 0.356 0.020 0.2 0.5 0.2
C -3.522 -3.283 4.441 0.1 1.2 -1.2
S -2.055 -3.262 3.248 -0.5 -1.0 1.9
C -2.519 -1.987 2.331 -0.7 2.1 -1.6
S -1.301 -1.329 1.162 0.1 -0.4 0.3
N -3.668 -1.396 2.405 -0.1 -0.1 0.2
N -3.893 -0.373 1.535 0.7 -0.5 -0.1
C -5.067 0.155 1.592 0.6 -0.3 -0.8
C -5.320 1.202 0.603 -0.5 0.0 1.0
C -6.483 1.981 0.617 1.6 -1.4 0.2
C -6.611 2.897 -0.373 0.8 1.0 -1.6
C -5.563 3.143 -1.283 -0.3 -1.1 0.3
C -4.389 2.428 -1.142 -1.0 -0.5 0.7
N -4.274 1.386 -0.239 -0.6 1.9 -0.6
H -3.542 -4.323 4.698 -0.3 -0.3 0.7
H -4.427 -2.945 3.883 0.8 -0.7 0.4
H -3.361 -2.527 5.236 0.2 -0.9 -0.3
H -5.761 -0.298 2.273 -0.5 0.3 0.3
H -7.222 1.814 1.365 -0.5 -0.1 0.3
H -7.488 3.467 -0.500 -1.0 0.5 0.1
H -5.712 3.743 -2.172 0.2 0.4 0.4
H -3.568 2.695 -1.761 0.6 -0.2 -0.3
C -2.113 1.775 -3.589 -0.5 1.4 -0.8
C -2.780 0.405 -3.692 1.1 -0.7 -1.3
Ge -1.872 -0.818 -2.373 -0.1 1.2 -0.4
C -2.527 -2.604 -2.398 0.8 -1.2 -0.2
C -1.674 -3.423 -3.388 1.2 -0.5 0.9
C 0.089 -0.625 -2.695 -1.3 0.7 -1.1
C 1.080 -1.152 -1.991 0.0 0.3 0.3
Ge 1.431 -2.144 -0.324 0.2 -0.4 0.0
C 1.197 -4.075 -0.070 1.1 -1.2 1.9
C -0.143 -4.552 0.470 -1.1 2.4 1.2
C 2.376 -1.135 1.034 0.9 1.4 -0.1
C 3.729 -1.751 1.593 0.2 2.0 -1.5
C 2.520 -0.939 -2.219 -0.2 -0.8 0.0
C 3.342 -2.053 -1.955 -0.3 1.4 -0.8
C 4.685 -1.948 -2.162 0.9 -0.1 0.8
C 5.285 -0.762 -2.451 -0.1 2.0 -0.4
C 4.484 0.404 -2.610 0.0 -0.1 -0.5
C 3.079 0.291 -2.518 1.4 0.2 -0.2
H -1.110 1.788 -4.033 -0.1 -0.1 0.5
H -2.095 2.158 -2.551 0.6 -0.3 -0.3
H -2.634 2.610 -4.137 0.2 -1.0 0.3
H -2.651 -0.041 -4.733 0.4 0.5 1.2
H -3.851 0.431 -3.679 -0.7 0.1 0.8
H -3.499 -2.708 -2.815 -1.2 0.6 0.0
H -2.578 -3.002 -1.385 0.2 -0.3 -0.1
H -1.558 -2.919 -4.338 0.3 0.4 -0.1
H -2.168 -4.329 -3.646 -0.6 -0.8 -0.1
H -0.682 -3.767 -2.995 -0.7 0.7 -0.3
H 0.238 0.026 -3.637 0.4 -1.1 1.6
H 1.919 -4.441 0.770 -0.6 1.0 -1.7
H 1.418 -4.661 -0.963 0.2 0.4 -0.2
H -0.312 -4.275 1.551 0.5 -0.2 -1.1
H -0.248 -5.590 0.442 0.1 -1.7 -0.2
H -0.985 -4.118 -0.069 -0.1 -0.1 -0.2
H 1.690 -0.868 1.847 0.1 -0.6 0.2
H 2.562 -0.101 0.603 0.0 -1.2 0.1
H 3.567 -2.624 2.166 -0.1 -0.9 0.6
H 4.140 -0.942 2.207 -0.1 -0.4 0.4
H 4.567 -1.894 0.849 -1.3 -0.1 0.4
H 3.045 -3.054 -1.824 -1.1 -1.3 0.1
H 5.266 -2.816 -1.995 0.7 -0.7 -0.1
H 6.365 -0.709 -2.562 -0.2 0.1 0.0
H 4.951 1.382 -2.908 -0.5 -1.2 0.5
H 2.438 1.138 -2.712 0.0 0.1 0.1
S 2.640 1.791 4.868 0.4 -0.3 0.8
C 1.754 2.063 3.576 -0.2 0.4 -0.5
S 0.215 1.268 3.202 -0.1 0.3 -0.9
C 0.294 2.065 1.625 -1.5 -1.5 0.5
N 1.249 2.849 1.408 1.7 1.1 1.4
N 2.014 2.937 2.537 0.6 1.0 -0.7
C 3.224 3.777 2.488 -0.6 -1.0 0.1
C 4.117 3.471 1.484 -0.3 1.0 1.0
C 5.323 4.097 1.445 1.2 -0.1 -1.4
C 5.663 5.045 2.382 1.0 0.5 1.3
C 4.735 5.437 3.354 -0.7 -2.0 -1.0
C 3.494 4.732 3.435 0.1 2.2 0.3
S -0.761 1.906 0.251 -0.7 -0.4 -0.8
H 3.806 2.867 0.707 -0.4 -1.6 -1.4
H 6.000 3.847 0.605 -0.3 0.2 0.8
H 6.721 5.401 2.439 -1.2 0.1 -0.3
H 4.998 6.197 4.039 0.0 0.6 0.7
H 2.693 5.134 4.096 0.8 -0.8 -0.2

---

(3)
85
Properties=species:S:1:pos:R:3:forces:R:3 method="wB97M-V/def2-TZVPD" de_lowest_ev=0.320 multiplicity=6 largest_force_ev_per_a=0.88 s2=8.768 total_energy_ha=-6369.9508 lumo_energy_ev="0.42 / 0.02"
Fe 0.191 1.102 -0.385 -0.2 -0.2 0.1
C 1.577 0.282 -4.952 -0.1 0.1 -0.1
C 1.222 1.319 -3.890 0.3 -0.1 0.3
C 2.490 1.683 -3.106 -0.1 0.0 -0.1
P -0.169 0.876 -2.720 0.0 0.0 -0.9
C -1.682 1.551 -3.563 -0.1 0.0 0.1
C -1.728 1.408 -5.082 0.0 0.0 0.0
C -2.938 0.947 -2.930 0.0 0.0 0.0
C -0.472 -0.914 -2.678 0.2 0.0 0.2
C -0.671 -1.673 -3.837 0.0 0.1 0.0
C -1.046 -3.002 -3.808 -0.1 -0.1 -0.1
C -1.174 -3.810 -5.077 0.0 0.0 0.1
C -1.304 -3.557 -2.556 0.0 0.0 0.1
C -1.132 -2.832 -1.394 -0.1 0.0 0.0
C -0.658 -1.508 -1.405 -0.1 0.0 0.2
N -0.470 -0.784 -0.221 0.2 0.3 0.2
C -0.203 -1.477 0.982 -0.1 0.0 -0.2
C 0.623 -2.612 0.992 0.1 0.0 0.0
C 0.921 -3.295 2.151 0.0 0.0 -0.1
C 0.398 -2.898 3.381 0.0 -0.1 0.1
C 0.717 -3.632 4.662 0.0 0.1 -0.1
C -0.396 -1.770 3.389 0.0 0.0 0.0
C -0.675 -1.035 2.232 -0.2 0.1 -0.4
P -1.700 0.471 2.379 0.0 0.1 0.7
C -3.066 -0.075 3.498 -0.3 0.0 -0.3
C -3.772 -1.296 2.896 0.0 0.0 0.0
C -4.070 1.049 3.769 0.0 0.0 0.1
C -0.754 1.712 3.413 0.1 0.1 -0.1
C 0.519 1.176 4.069 0.0 0.0 0.0
C -0.450 3.019 2.675 -0.1 0.0 0.0
H 2.459 0.628 -5.497 0.0 0.0 0.0
H 0.779 0.127 -5.680 0.1 0.0 0.0
H 1.820 -0.677 -4.492 0.0 0.0 0.0
H 0.868 2.234 -4.372 -0.1 0.0 0.0
H 2.934 0.798 -2.650 0.0 0.0 0.0
H 2.292 2.399 -2.310 0.0 0.0 0.0
H 3.228 2.128 -3.781 -0.1 -0.1 0.0
H -1.656 2.616 -3.314 0.0 0.1 0.0
H -1.880 0.367 -5.373 0.0 0.1 0.0
H -0.830 1.785 -5.575 -0.1 0.0 0.0
H -2.576 1.981 -5.466 0.0 0.0 0.0
H -3.010 -0.118 -3.158 0.0 0.0 0.0
H -3.828 1.443 -3.327 0.0 0.0 0.0
H -2.946 1.059 -1.847 0.0 0.0 0.0
H -0.536 -1.209 -4.805 0.0 0.0 0.1
H -1.520 -3.193 -5.908 0.0 0.0 0.0
H -1.874 -4.636 -4.948 0.0 0.0 0.0
H -0.210 -4.240 -5.363 0.0 0.0 0.0
H -1.666 -4.578 -2.491 0.0 0.0 0.0
H -1.387 -3.285 -0.446 0.0 0.0 0.0
H 1.065 -2.931 0.057 0.0 0.0 0.0
H 1.586 -4.152 2.105 0.0 0.0 0.0
H 1.167 -4.603 4.459 0.0 0.0 0.0
H -0.181 -3.788 5.261 0.0 0.0 0.0
H 1.423 -3.060 5.270 0.0 0.0 0.0
H -0.814 -1.453 4.341 0.0 0.0 -0.1
H -2.600 -0.353 4.446 0.1 0.0 0.0
H -4.193 -1.051 1.917 0.0 0.0 0.1
H -4.589 -1.609 3.549 0.0 0.0 0.0
H -3.089 -2.137 2.775 0.0 0.0 0.0
H -4.539 1.390 2.845 0.0 0.0 0.0
H -3.608 1.913 4.250 0.0 0.0 0.0
H -4.855 0.676 4.434 0.1 0.0 0.0
H -1.465 1.945 4.209 -0.1 0.0 0.0
H 1.274 0.923 3.322 0.0 0.0 0.0
H 0.342 0.290 4.676 0.0 0.1 0.0
H 0.927 1.956 4.719 0.0 0.0 0.0
H 0.303 2.868 1.901 0.1 0.0 -0.1
H -0.047 3.745 3.383 0.0 0.0 0.0
H -1.340 3.447 2.214 0.0 0.0 0.0
F -1.762 2.053 -0.001 0.2 0.1 0.2
B -2.606 1.439 0.975 0.3 -0.1 -0.3
F -3.682 0.869 0.374 -0.1 -0.1 0.1
F 7.367 3.423 2.145 0.2 0.1 0.1
C 6.252 2.804 1.772 0.0 0.0 0.0
C 5.971 1.538 2.241 0.0 -0.1 0.1
F 6.812 0.949 3.089 0.1 -0.1 0.1
C 4.816 0.896 1.841 0.0 0.0 0.0
F 4.582 -0.320 2.332 0.0 -0.2 0.1
C 3.916 1.486 0.968 -0.3 0.6 -0.2
Se 2.358 0.545 0.449 0.1 -0.6 0.4
C 4.223 2.764 0.522 0.0 -0.1 0.1
F 3.386 3.407 -0.298 -0.1 0.1 -0.1
C 5.372 3.423 0.910 -0.1 0.1 0.0
F 5.634 4.653 0.468 0.0 0.1 -0.1